Entry 1:
C5H8S2 | ωB97M-V/def2-TZVPD

Geometry as XYZ:
```
15
Properties=species:S:1:pos:R:3:nbo_charge:R:1
C 1.6732 1.3349 -1.0775 -0.374
C 0.7449 0.4147 -0.8817 -0.182
C 0.0523 0.2167 0.4236 -0.300
C 0.5002 -1.0812 1.0901 -0.605
C -1.5812 0.1039 0.1913 -0.296
S -2.5719 1.2740 0.7141 0.028
S -2.0960 -1.3039 -0.6696 0.098
H 2.1978 1.4208 -2.0125 0.202
H 1.9523 2.0272 -0.3052 0.193
H 0.4854 -0.2893 -1.6585 0.202
H 0.1931 1.0717 1.0838 0.233
H 0.3902 -1.9165 0.4029 0.209
H 1.5444 -1.0075 1.3814 0.222
H -0.0939 -1.2797 1.9786 0.219
H -3.3907 -0.9859 -0.6607 0.151
```

Values from the calculation:
SMILES: C=C[C@H](C)C(=S)S
LUMO, eV: -0.1
HOMO level, eV: -8.59
Net charge: 0

=====

Entry 2:
C4H9O3Tl | ωB97M-V/def2-TZVPD

Geometry as XYZ:
```
17
Properties=species:S:1:pos:R:3:mulliken_spin:R:1
O 1.4620 -0.5798 0.5056 0.734
C 0.1462 -0.6144 0.1791 0.023
C -0.5329 0.7426 0.0565 0.024
C -2.0078 0.7089 0.4674 -0.005
C -2.9124 0.0990 -0.5653 0.003
O -3.8106 -0.6742 -0.3201 0.000
H 3.5123 -1.5123 -0.3944 0.001
H -0.3359 -1.2328 0.9783 0.114
H 0.0186 -1.2527 -0.7224 0.028
H -0.4411 1.0985 -0.9816 0.005
H -0.0094 1.4612 0.7040 -0.002
H -2.1547 0.1999 1.4301 -0.001
H -2.7172 0.4116 -1.6175 0.001
H -2.3567 1.7495 0.5840 0.000
Tl 2.9909 1.0669 0.3066 0.079
O 4.1348 -0.6817 -0.4265 -0.001
H 5.0138 -0.9901 -0.1838 -0.001
```

Values from the calculation:
LUMO (spin up / spin down), eV: -4.1 / -7.5
HOMO level (spin up / spin down), eV: -12.83 / -12.83
Net charge: +1
2S+1: 2

=====

Respective energy values: -26984.031, -15120.616 eV.
Respective ΔE to the lowest compared entry with this formula, charge and spin values: 26.0, 0.0 kcal/mol.